# 1
# C4H10N2

A single C4H10N2 molecule at a distorted geometry (ωB97M-V/def2-TZVPD, OMol25).

```
! RIJCOSX wB97M-V def2-TZVPD def2/J DEFGRID3
* xyz 0 1
N 0.220 -0.830 0.423
N 0.643 0.489 0.280
C -1.016 -0.926 1.400
C 2.067 0.570 0.299
C -0.027 -0.174 -0.832
C -1.292 0.477 -1.274
H -1.245 1.045 -2.162
H 2.569 0.765 1.277
H -2.143 -0.230 -1.459
H -1.747 1.202 -0.559
H 0.713 -0.520 -1.578
H -0.498 -0.714 2.360
H 2.505 -0.396 -0.130
H 2.385 1.378 -0.331
H -1.346 -1.935 1.250
H -1.789 -0.199 1.036
*
```

HOMO energy: -8.8 eV
energy above the lowest of the compared OMol25 structures with the same formula, charge and spin: 3.024 eV


# 2
# C26H17N5O5Pd

A molecular structure, C26H17N5O5Pd at a distorted geometry (ωB97M-V/def2-TZVPD, OMol25).

```
! RIJCOSX wB97M-V def2-TZVPD def2/J DEFGRID3
* xyz 0 1
Pd 0.017 0.477 -0.114
O -6.693 0.901 1.250
O -7.054 -1.141 0.665
O 4.762 -2.122 -0.329
O 1.151 -0.437 -1.632
O 0.502 2.468 -0.330
N 2.859 -0.404 -0.127
N -0.903 -1.318 -0.006
N -1.538 1.047 1.039
N 2.246 0.633 0.438
N -6.296 -0.197 0.866
C -0.529 -2.519 -0.431
C -2.563 0.226 0.712
C 4.115 -2.578 -1.408
C 2.861 -3.640 -3.673
C 1.146 5.385 1.669
C 4.690 -3.637 -2.113
C 2.232 2.842 1.313
C -2.800 -3.285 -0.562
C 2.811 3.754 2.203
C -4.918 -0.415 0.650
C -1.467 -3.518 -0.742
C -3.922 0.573 0.932
C -3.096 2.669 1.793
C 2.272 5.003 2.400
C -2.210 -1.058 0.189
C 0.569 4.525 0.771
C 2.859 1.584 1.047
C 2.239 -0.916 -1.180
C 1.070 3.216 0.558
C 2.893 -2.044 -1.859
C -4.162 1.874 1.421
C 4.071 -4.161 -3.228
C -1.798 2.218 1.622
C -4.553 -1.680 0.176
C 2.285 -2.590 -2.993
C -3.227 -2.023 -0.055
H 3.695 3.455 2.746
H 4.252 -1.358 0.034
H -5.339 -2.394 -0.015
H -3.540 -4.036 -0.792
H 1.353 -2.157 -3.323
H 2.719 5.692 3.098
H 5.634 -4.025 -1.762
H -5.171 2.229 1.523
H 2.381 -4.050 -4.548
H 3.918 1.472 1.288
H -0.950 2.791 1.971
H 4.535 -4.979 -3.759
H 0.531 -2.710 -0.520
H -1.108 -4.467 -1.110
H -3.268 3.637 2.235
H 0.722 6.368 1.816
H -0.285 4.823 0.182
*
```

HOMO energy: -7.1 eV
energy above the lowest of the compared OMol25 structures with the same formula, charge and spin: 1.820 eV


# 3
# C4H16N2O2

2 unconnected molecules or ions with the total composition C4H16N2O2 at a distorted geometry (ωB97M-V/def2-TZVPD, OMol25).

```
! RIJCOSX wB97M-V def2-TZVPD def2/J DEFGRID3
* xyz 2 1
O 1.720 -0.786 0.114
O 1.573 3.660 0.384
N -1.527 -2.744 -0.013
N 0.001 1.778 -0.568
C -1.095 -0.271 0.437
C 0.796 -1.859 0.289
C -0.559 -1.457 -0.321
C -1.311 1.021 -0.366
H 1.418 3.788 1.327
H -1.239 -3.438 0.679
H -1.544 -3.136 -0.954
H 0.711 1.193 -0.117
H 2.509 3.802 0.206
H -0.726 -1.265 -1.379
H -2.142 -0.524 0.866
H -1.649 0.748 -1.383
H -0.621 -0.014 1.395
H 1.034 -2.823 -0.206
H -0.039 2.722 -0.185
H -2.499 -2.409 0.124
H -2.126 1.670 0.026
H 0.633 -1.979 1.370
H 2.513 -1.170 -0.287
H 0.181 1.802 -1.569
*
```

HOMO energy: -18.4 eV
energy above the lowest of the compared OMol25 structures with the same formula, charge and spin: 1.464 eV


# 4
# C8H11O3P

A single C8H11O3P molecule at a distorted geometry (ωB97M-V/def2-TZVPD, OMol25).

```
! RIJCOSX wB97M-V def2-TZVPD def2/J DEFGRID3
* xyz 0 1
P 0.364 0.059 0.243
O -2.133 -0.742 -2.087
O -4.588 -0.008 1.588
O -3.681 -0.299 -0.473
C -2.374 -0.405 -0.959
C 1.044 -1.457 -0.587
C -1.462 -0.057 0.156
C -3.624 -0.031 0.863
C 1.863 -2.244 0.446
C -2.192 0.170 1.241
C 0.900 1.538 -0.738
C 1.871 2.396 0.094
H 1.469 3.376 0.301
H 2.837 2.471 -0.381
H 2.526 -2.934 -0.052
H -1.815 0.439 2.204
H 2.421 -1.539 1.043
H 1.650 -1.178 -1.436
H 2.038 1.925 1.054
H 1.185 -2.749 1.118
H 1.432 1.197 -1.618
H 0.063 2.120 -1.094
H 0.207 -2.050 -0.928
*
```

HOMO energy: -8.9 eV
energy above the lowest of the compared OMol25 structures with the same formula, charge and spin: 0.369 eV


E per entry: -7287.59571; -48402.09793; -11465.89336; -23905.02130 eV
Orbital gap per entry: 9.98; 4.76; 11.83; 7.81 eV